Here is a molecular structure, C34H31EuN14O3S2 in a non-equilibrium geometry from OMol25. Energies are from ωB97M-V with the def2-TZVPD basis set.

## Properties
spin multiplicity: 8
maximum force: 0.07886 Eh/bohr
total charge: +1
ΔE to the lowest compared entry with this formula, charge and spin: 0.952 eV

Each line ends with the Mulliken spin population.
Cartesian coordinates (Å):
Eu 1.60113 0.85539 0.39511  6.949
S 2.72080 0.12360 2.57339  -0.012
S 3.07584 2.89887 -0.92415  0.003
O -4.17815 -0.66817 -1.51279  0.000
O 1.40301 0.76588 2.76347  0.004
O 3.58384 1.02122 1.80557  0.004
N -5.53905 -2.35417 -1.87419  0.000
N 4.45504 1.09363 -2.51127  0.000
N -1.58182 4.22137 0.30572  0.000
N 0.21013 1.01043 -4.14628  0.000
N -2.20158 3.30591 1.09393  0.000
N 0.83953 0.49738 -2.04369  0.015
N 4.52730 3.12299 -3.18948  -0.001
N -6.08583 -1.55167 -0.87670  0.000
N 5.34329 -1.10652 7.66241  0.000
N 0.82150 -2.40111 2.62542  0.003
N 0.21804 -0.33379 -3.95249  0.001
N 2.42747 -1.04070 1.50899  0.002
N 0.38363 -1.37785 0.52061  0.017
N -0.30152 2.39156 0.58169  0.025
C -5.26371 -0.57979 -0.70090  0.000
C 0.60019 1.46474 -2.97478  0.003
C 3.56613 -1.52332 6.09894  0.000
C -6.72229 1.59356 1.94434  0.000
C -1.48287 -2.02766 -4.54988  0.001
C -2.86748 -3.98503 -4.79773  0.000
C 0.58828 -0.61264 -2.70196  -0.005
C 5.27117 0.11907 5.59823  0.000
C -1.23328 -2.82832 1.48704  0.002
C -4.55252 2.48230 1.37438  0.001
C 5.22955 1.11895 -3.67065  0.000
C -1.42907 2.23041 1.24200  0.003
C 4.73748 -0.84187 6.46759  0.000
C -6.56442 0.58186 1.01320  -0.001
C -4.39707 1.47865 0.42800  -0.001
C 2.94400 -1.25316 4.90351  0.001
C 1.18084 -1.64784 1.57709  -0.018
C -1.74020 -3.25473 -5.14689  -0.001
C -3.48742 -2.27593 -3.23407  0.000
C 4.22774 -0.12969 -1.75357  0.004
C -3.53091 3.56731 1.63280  0.000
C 4.02075 2.33834 -2.20939  0.001
C -5.71980 2.53144 2.12867  0.000
C 3.49340 -0.29132 4.05598  0.002
C -5.39836 0.52318 0.25745  0.000
C -0.37288 -2.97881 2.56501  0.000
C -2.36457 -1.53444 -3.59360  0.000
C -3.74047 -3.50421 -3.83904  0.000
C 4.65604 0.39438 4.39848  0.000
C -4.43451 -1.79963 -2.22112  0.000
C -0.80149 -1.98820 0.48769  -0.002
C -0.44160 3.63165 0.03215  -0.001
C 5.27635 2.38892 -4.09570  0.000
C -0.25445 -1.25334 -4.97985  -0.001
H -1.70269 1.37267 1.83646  -0.002
H 0.54949 -1.94116 -5.23822  0.000
H -3.05880 -4.94035 -5.27079  0.000
H -0.46188 -0.63752 -5.85112  0.000
H -0.65451 -3.58680 3.41908  0.000
H 5.00621 -1.83784 8.25841  0.000
H 3.82057 0.07674 -0.78096  0.008
H -4.61920 -4.06524 -3.54740  0.000
H 0.31805 4.09619 -0.57835  -0.004
H 5.67633 0.22735 -4.07617  0.000
H -7.32888 -0.17004 0.86268  0.000
H 6.17515 0.64784 5.87708  0.000
H 2.04980 -1.78775 4.60849  0.000
H 0.63544 -1.61238 -2.29463  -0.002
H 3.15356 -2.27122 6.76687  0.000
H -2.19480 -0.56903 -3.12830  0.000
H -3.44135 3.73023 2.70538  0.000
H -3.84611 4.50476 1.18391  0.000
H 5.06229 1.13368 3.72191  0.000
H 5.17681 -0.63768 -1.60240  0.001
H 3.55151 -0.78627 -2.29202  -0.001
H -1.05401 -3.64691 -5.89126  0.000
H -2.19371 -3.32240 1.44412  0.000
H 4.38224 4.11810 -3.19434  0.000
H -1.42855 -1.77070 -0.37418  0.003
H -5.84555 3.31459 2.86991  0.000
H -3.50651 1.42426 -0.18639  0.001
H 5.76354 2.82820 -4.94875  0.000
H 0.71953 2.51750 -2.77485  -0.002
H -7.62695 1.64722 2.53735  0.000
H 6.20786 -0.66516 7.90983  0.000



Here is a molecular structure, C34H31FeN6O3P2S2 from OMol25. Energies are from ωB97M-V with the def2-TZVPD basis set.

## Properties
spin multiplicity: 6
maximum force: 0.01569 Eh/bohr
total charge: +2
ΔE to the lowest compared entry with this formula, charge and spin: 0.219 eV

Each line ends with the Mulliken spin population.
Cartesian coordinates (Å):
Fe 0.66525 -0.07752 -1.46543  3.623
S 3.32252 0.61406 -1.97338  0.015
S 0.03003 0.09227 -3.77283  0.086
P -1.54723 -0.88226 -0.54453  0.158
P 0.16442 -0.01354 1.55467  0.297
O 2.72593 -0.69246 -2.26701  0.058
O 1.90333 1.70451 1.25617  0.085
O 3.68718 1.43618 -3.07156  0.002
N -1.34502 -0.61017 1.12402  0.136
N -1.16411 2.28186 -2.63126  0.009
N -1.69149 2.02032 -4.64911  0.008
N 2.16186 1.25448 -0.97071  0.062
N -0.58024 2.05299 -1.38756  0.039
N -2.33761 3.15719 -4.25597  0.001
C -0.35731 -0.54657 4.18365  0.006
C -0.60534 -0.21006 5.50266  0.003
C 5.90816 0.16392 -0.86170  0.000
C -0.03276 0.45920 3.26589  0.086
C 6.70709 0.31020 0.26687  0.005
C -2.43414 4.41556 -2.12438  0.003
C 0.04610 1.78998 3.66880  0.031
C 6.19653 0.84775 1.44759  -0.001
C 1.48400 -2.20130 0.36224  0.140
C -3.50723 -0.08155 -2.28421  0.005
C -4.59012 1.86646 -0.62389  -0.002
C -0.20667 2.11378 4.99373  0.004
C 3.56776 -2.04721 2.20344  -0.003
C -5.10632 1.67207 -1.89577  0.003
C -2.98064 0.11830 -1.00474  0.011
C 4.59246 0.56031 -0.74721  0.004
C 2.50713 -1.16581 2.29722  0.034
C 1.44322 -1.25330 1.38877  0.172
C -4.56428 0.69611 -2.72732  -0.003
C 2.56183 -3.07318 0.27603  0.016
C -3.61117 -4.37703 -0.41578  0.002
C -3.52066 1.09704 -0.17630  -0.001
C -1.79154 -4.67149 -1.97226  0.005
C 3.59842 -3.00061 1.19267  0.041
C 2.62648 1.40892 0.28895  0.013
C -2.00771 3.31531 -3.01694  -0.002
C -1.37303 -3.37104 -1.72853  0.025
C 4.86998 1.24944 1.53739  0.001
C 4.07137 1.09739 0.41824  0.016
C -2.07270 -2.57317 -0.82733  -0.042
C -0.53190 1.11917 5.90495  -0.002
C -3.20544 -3.07551 -0.18162  -0.012
C -2.90134 -5.17383 -1.30989  0.000
C -0.96488 1.45811 -3.68982  -0.003
H -3.06131 5.09735 -2.69253  0.000
H 7.74700 0.01591 0.22435  0.000
H -3.09653 -0.85605 -2.92377  -0.001
H -0.39625 -1.58591 3.87523  0.000
H -0.84842 -0.98411 6.21797  0.001
H 2.49171 -0.41631 3.07769  0.001
H -0.51814 -2.97590 -2.27123  0.018
H -1.57102 4.96605 -1.74697  -0.001
H 2.58659 -3.80850 -0.51709  -0.001
H -5.93971 2.27115 -2.23840  0.000
H 4.37336 -1.98969 2.92353  0.000
H 0.32293 2.55509 2.95720  0.002
H -1.76088 1.70687 -5.60491  -0.001
H 4.43027 -3.68868 1.12278  0.000
H 6.30362 -0.23096 -1.78779  0.000
H -2.04309 -0.80202 1.83510  -0.003
H -1.28956 2.17759 -0.67037  -0.017
H -0.14301 3.14455 5.31496  0.000
H -4.97660 0.53487 -3.71463  0.000
H -5.02465 2.61036 0.03160  0.000
H 6.84966 0.96344 2.30205  0.000
H -3.77808 -2.44459 0.49008  0.000
H -3.00606 4.03460 -1.27674  -0.001
H -1.25483 -5.28819 -2.68038  0.000
H 0.19473 2.69438 -1.23739  0.002
H -3.22412 -6.18934 -1.49676  0.000
H 0.68899 -2.33867 -0.35938  -0.138
H -3.12566 1.26235 0.82007  0.001
H -4.48523 -4.76940 0.08590  0.000
H 4.46800 1.67985 2.44533  0.000
H -0.72386 1.37861 6.93757  0.000



> Look up the total charge of the first one.

+1



> The lowest ΔE to the lowest compared entry with this formula, charge and spin belongs to which entry?

C34H31FeN6O3P2S2



> What is the spin multiplicity in the first record?

8